[1]
Below is a 2-piece molecular cluster, C2H8N2 overall, with properties calculated with the ωB97M-V functional and the def2-TZVPD basis.

```
12
Properties=species:S:1:pos:R:3:forces:R:3:lowdin_charge:R:1
C 4.10351 -6.07152 -0.56875 0.1 -0.6 0.8 -0.052
H 3.88680 -6.12600 -1.62693 0.0 -0.2 -0.1 0.012
H 5.14349 -6.29784 -0.33710 0.2 0.6 -0.4 0.016
H 3.78065 -5.11518 -0.17019 0.2 0.1 0.0 0.009
H 3.61551 -6.86249 0.00554 -0.5 0.1 -0.4 0.015
N -0.80599 3.19751 0.28768 -1.8 -1.6 -2.2 0.267
C -2.03647 2.65982 0.53612 0.8 1.5 1.9 -0.177
N -2.36394 1.57998 -0.08039 0.0 -0.5 0.1 0.300
H -0.44246 2.56711 -0.44232 1.0 0.7 0.0 0.149
H -0.77093 4.19465 0.06846 0.5 0.1 0.7 0.164
H -2.57320 3.12066 1.36701 -0.5 0.0 -0.3 0.163
H -3.36458 1.36632 -0.03942 0.0 -0.1 -0.3 0.134
```
Forces are in eV/Å.

As for the multiplicity: 2. As for the charge: +1. As for the LUMO energy (spin up / spin down): -0.194 / -0.352 Eh. As for the calculated total energy: -190.1356 Ha. The energy above the lowest of the compared OMol25 structures with the same formula, charge and spin is 204.0 kJ/mol. The max |F| is 3.28 eV/Å. As for the frontier orbital gap (spin up / spin down): 8.9 / 4.6 eV.

---

[2]
Below is one molecule with the formula C2H8N2O, with properties calculated with the ωB97M-V functional and the def2-TZVPD basis.

```
13
Properties=species:S:1:pos:R:3:forces:R:3:lowdin_charge:R:1
C 0.77865 0.82853 -0.75830 -2.2 -1.7 -0.5 -0.319
C -1.04702 -0.19074 0.38410 0.5 -0.4 -3.0 -0.350
N -0.12566 0.89769 0.36049 0.4 1.1 0.4 -0.094
N -0.43731 -1.35785 0.94818 -0.1 -0.4 0.4 0.006
O 1.79444 -0.10839 -0.51844 0.6 -0.2 0.0 -0.076
H 2.22251 0.11222 0.31975 -0.1 0.1 -0.1 0.097
H -0.62161 1.77930 0.35390 0.1 0.0 0.1 0.109
H -1.08563 -2.13491 0.95860 0.1 0.0 -0.1 0.068
H 0.39949 -1.60775 0.43143 -0.2 0.0 0.0 0.056
H 1.18111 1.83027 -0.95242 -0.3 -0.3 -0.5 0.119
H -1.16145 -0.34763 -0.90819 -1.1 -0.1 3.1 0.135
H -1.93946 0.08000 0.94923 -0.1 -0.2 -0.4 0.113
H 0.04195 0.21924 -1.56832 2.4 2.1 0.7 0.136
```
Forces are in eV/Å.

As for the multiplicity: 1. As for the charge: 0. As for the LUMO energy: 0.040 Eh. As for the calculated total energy: -265.6900 Ha. The energy above the lowest of the compared OMol25 structures with the same formula, charge and spin is 244.6 kJ/mol. The max |F| is 3.26 eV/Å. As for the SMILES: NCNCO. As for the frontier orbital gap: 10.0 eV.

---

[3]
Below is a 2-piece molecular cluster, C2H8N2O overall, with properties calculated with the ωB97M-V functional and the def2-TZVPD basis.

```
13
Properties=species:S:1:pos:R:3:forces:R:3:lowdin_charge:R:1
C 0.76115 1.22872 -1.10219 0.3 0.1 -1.4 -0.136
N -0.10733 0.43648 -0.30513 -0.9 0.2 1.3 -0.095
C -0.24281 0.66083 1.07263 1.4 -1.2 -1.9 -0.303
N -0.17959 -0.33384 1.86978 -0.2 1.1 0.6 0.075
H 0.29609 1.41832 -2.08328 -0.1 0.9 0.5 0.079
H 1.71298 0.80424 -1.46821 -0.1 -0.8 0.7 0.071
H 1.13379 2.08588 -0.53515 -0.7 0.4 -0.3 0.077
H -0.68391 -0.31234 -0.65772 0.7 -0.3 -0.3 0.080
H -0.28917 1.72270 1.27902 0.2 0.3 0.7 0.112
H -0.15402 0.05188 2.81708 -0.5 -0.4 0.0 0.037
H -0.85597 -3.10255 -0.86689 -0.2 0.2 -0.2 0.044
H -0.44741 -2.41034 0.40198 -0.3 0.6 -0.1 0.038
O -0.94381 -2.24999 -0.42192 0.3 -1.0 0.3 -0.078
```
Forces are in eV/Å.

As for the multiplicity: 1. As for the charge: 0. As for the LUMO energy: 0.039 Eh. As for the calculated total energy: -265.7169 Ha. The energy above the lowest of the compared OMol25 structures with the same formula, charge and spin is 173.9 kJ/mol. The max |F| is 2.67 eV/Å. As for the SMILES: [H]/N=C/NC.O. As for the frontier orbital gap: 9.4 eV.

---

[4]
Below is a 2-piece molecular cluster, C2H8N2O overall, with properties calculated with the ωB97M-V functional and the def2-TZVPD basis.

```
13
Properties=species:S:1:pos:R:3:forces:R:3:lowdin_charge:R:1
C 0.30698 0.75832 -0.47306 0.9 -0.5 0.5 -0.236
C 0.83578 -0.22223 0.31694 -1.0 1.7 -1.2 -0.251
N 1.25845 0.28056 1.55210 2.1 -1.1 1.9 -0.032
N 0.07580 0.62311 -1.82195 0.4 -1.9 -1.0 0.020
H 0.12808 1.78690 -0.11969 0.3 -0.8 0.4 0.125
H 1.05239 -1.29079 0.07589 -0.3 1.1 -0.3 0.123
H 2.01621 -0.32023 1.92868 -0.8 0.8 -0.1 0.084
H 0.58324 0.41913 2.27602 -0.6 -0.2 0.3 0.060
H 0.81224 0.00481 -2.17528 -0.8 0.3 -0.4 0.096
H 0.02560 1.44074 -2.38716 -0.1 0.6 0.0 0.070
H -1.90419 -0.59741 -0.27113 1.2 2.8 -2.9 -0.047
H -1.46346 -1.33199 0.87246 2.5 -0.5 2.0 -0.028
O -2.18080 -1.20668 0.32823 -3.8 -2.3 0.9 0.015
```
Forces are in eV/Å.

As for the multiplicity: 1. As for the charge: 0. As for the LUMO energy: 0.038 Eh. As for the calculated total energy: -265.6972 Ha. The energy above the lowest of the compared OMol25 structures with the same formula, charge and spin is 225.7 kJ/mol. The max |F| is 4.57 eV/Å. As for the SMILES: N/C=C/N.O. As for the frontier orbital gap: 8.7 eV.

---

[5]
Below is one molecule with the formula C2H8N2O, with properties calculated with the ωB97M-V functional and the def2-TZVPD basis.

```
13
Properties=species:S:1:pos:R:3:forces:R:3:lowdin_charge:R:1
C -0.82734 -0.67933 0.00622 -0.2 2.2 -1.9 -0.228
C 1.34286 -0.34142 0.99501 -0.1 0.1 0.0 -0.177
N -0.81888 0.41697 -1.10624 -0.5 0.2 0.1 -0.146
N 0.54986 -1.00662 -0.03038 1.5 0.7 -2.0 -0.190
O -0.91829 1.84234 -0.99081 -0.3 -0.1 -0.1 -0.073
H -1.17927 2.08349 -0.09282 -0.1 -0.5 0.0 0.085
H -0.79048 0.15463 -2.08862 -0.9 0.2 0.4 0.119
H 0.60152 -0.25300 -1.03619 0.9 -2.6 3.1 0.186
H -1.44895 -1.48254 -0.39721 -0.1 0.1 0.4 0.103
H -1.19994 -0.21712 0.92654 -0.2 -0.3 0.0 0.115
H 1.01544 -0.65112 1.99258 0.1 0.0 0.0 0.069
H 1.28590 0.76138 0.94967 0.0 -0.1 0.0 0.069
H 2.38756 -0.62766 0.87223 0.0 0.0 0.1 0.067
```
Forces are in eV/Å.

As for the multiplicity: 1. As for the charge: 0. As for the LUMO energy: 0.033 Eh. As for the calculated total energy: -265.5740 Ha. The energy above the lowest of the compared OMol25 structures with the same formula, charge and spin is 549.2 kJ/mol. The max |F| is 4.18 eV/Å. As for the SMILES: CNCNO. As for the frontier orbital gap: 8.7 eV.

---

[6]
Below is one molecule with the formula C2H8N2O2, with properties calculated with the ωB97M-V functional and the def2-TZVPD basis.

```
14
Properties=species:S:1:pos:R:3:forces:R:3:lowdin_charge:R:1
C -1.37676 -0.73989 0.52966 -0.8 -0.6 0.2 -0.248
C 0.68041 0.05338 -0.51913 0.1 0.0 -0.4 -0.292
N -0.56889 0.40683 0.12773 0.3 0.3 0.4 -0.159
N 1.40031 1.31257 -0.66731 0.2 0.2 -0.6 -0.007
O -0.20687 1.09255 1.37356 0.1 -0.4 -0.6 -0.066
O -1.11671 -1.90851 -0.23400 0.4 0.1 0.3 -0.056
H 0.57376 1.61269 1.07426 -0.4 -0.2 0.2 0.067
H -0.44502 -2.40061 0.26284 -0.3 0.0 -0.4 0.093
H 0.77142 1.92423 -1.19230 0.2 0.0 0.1 0.090
H 2.19194 1.14893 -1.28851 0.0 0.2 0.4 0.082
H -2.42999 -0.48368 0.37785 0.2 -0.1 -0.1 0.123
H -1.25753 -0.99603 1.58962 0.3 0.5 0.0 0.126
H 1.28282 -0.64297 0.07473 0.1 0.0 0.1 0.123
H 0.50112 -0.37951 -1.50900 -0.4 -0.2 0.4 0.124
```
Forces are in eV/Å.

As for the multiplicity: 1. As for the charge: 0. As for the LUMO energy: 0.029 Eh. As for the calculated total energy: -340.9094 Ha. The energy above the lowest of the compared OMol25 structures with the same formula, charge and spin is 317.6 kJ/mol. The max |F| is 0.99 eV/Å. As for the SMILES: NCN(O)CO. As for the frontier orbital gap: 9.5 eV.

---

[7]
Below is a 2-piece molecular cluster, C2H8N2O2 overall, with properties calculated with the ωB97M-V functional and the def2-TZVPD basis.

```
14
Properties=species:S:1:pos:R:3:forces:R:3:lowdin_charge:R:1
C 1.91942 -0.16750 1.38957 -0.2 -0.2 0.6 -0.156
O 1.40337 1.13990 1.62177 -0.1 0.1 -0.1 -0.138
H 2.30500 -0.29778 0.38792 0.1 0.1 -0.2 0.069
H 2.65861 -0.41222 2.15473 0.2 -0.1 -0.1 0.078
H 1.08837 -0.85509 1.52732 0.0 0.0 -0.1 0.075
H 2.14105 1.75312 1.63504 0.0 0.1 -0.1 0.081
N -1.97196 -0.82054 -1.52593 0.0 0.2 0.0 0.080
C -0.81174 -0.26160 -0.84777 -0.1 -0.4 -0.8 -0.642
N -1.15415 0.44197 0.23863 -0.1 0.6 0.6 0.180
O 0.31390 -0.45316 -1.26063 0.1 0.2 0.4 0.037
H -1.93929 -0.44123 -2.47311 -0.1 0.0 0.2 0.081
H -1.75556 -1.80408 -1.65997 0.0 0.0 0.0 0.076
H -2.11572 0.65972 0.42057 -0.2 -0.3 -0.2 0.101
H -0.47936 0.96447 0.77895 0.4 -0.1 -0.2 0.077
```
Forces are in eV/Å.

As for the multiplicity: 1. As for the charge: 0. As for the LUMO energy: 0.032 Eh. As for the calculated total energy: -341.0047 Ha. The energy above the lowest of the compared OMol25 structures with the same formula, charge and spin is 67.5 kJ/mol. The max |F| is 0.87 eV/Å. As for the SMILES: NC(N)=O.CO. As for the frontier orbital gap: 10.4 eV.

---

[8]
Below is a 2-piece molecular cluster, C2H8N2O2 overall, with properties calculated with the ωB97M-V functional and the def2-TZVPD basis.

```
14
Properties=species:S:1:pos:R:3:forces:R:3:lowdin_charge:R:1
N 1.39789 -0.52578 1.08946 -1.2 0.2 0.9 0.027
C 1.53386 0.03105 -0.20133 1.4 1.7 0.6 -0.347
O 1.30103 1.49519 -0.12565 0.9 -0.4 -3.0 -0.137
H 1.61566 0.19066 1.78977 0.5 -0.3 -0.4 0.087
H 0.40656 -0.66077 1.24077 -0.2 -0.4 0.2 0.048
H 2.59466 -0.12123 -0.47635 -0.6 0.1 -0.5 0.117
H 0.81108 -0.34513 -0.89618 0.1 -0.7 -0.4 0.069
H 1.57638 1.78217 -1.07494 -0.8 -0.2 2.5 0.117
C -1.61316 -0.68438 -0.72878 0.3 3.1 -0.8 -0.449
N -2.26954 0.15148 0.20463 -0.4 -3.0 0.8 0.100
O -1.50244 -1.87077 -0.70109 -0.5 -0.7 0.6 0.037
H -1.19645 -0.10025 -1.62403 -0.5 -0.3 1.1 0.137
H -2.64182 -0.41690 0.99921 0.4 0.8 -1.0 0.113
H -2.01372 1.07466 0.50451 0.5 0.2 -0.7 0.081
```
Forces are in eV/Å.

As for the multiplicity: 1. As for the charge: 0. As for the LUMO energy: 0.029 Eh. As for the calculated total energy: -340.9719 Ha. The energy above the lowest of the compared OMol25 structures with the same formula, charge and spin is 153.6 kJ/mol. The max |F| is 3.18 eV/Å. As for the SMILES: NC=O.NCO. As for the frontier orbital gap: 10.8 eV.

---

[9]
Below is a 2-piece molecular cluster, C2H8N2O2 overall, with properties calculated with the ωB97M-V functional and the def2-TZVPD basis.

```
14
Properties=species:S:1:pos:R:3:forces:R:3:lowdin_charge:R:1
N 0.07231 -2.03609 -0.02696 2.2 1.3 1.1 0.381
C 0.81656 -1.28381 1.08118 0.0 0.4 -1.4 -0.137
O 1.92765 -0.47543 0.55652 -2.7 -2.3 -1.8 0.013
H 0.59714 -2.75149 -0.50032 0.4 -0.8 -0.1 0.153
H -0.61297 -1.59814 -0.62004 -1.1 0.8 -0.2 0.106
H 1.01166 -2.02486 1.81923 1.3 -0.7 0.3 0.135
H 0.15763 -0.62743 1.55434 -1.5 1.1 0.3 0.110
H 1.56335 -0.31445 -0.37747 1.2 0.5 1.5 0.118
C -0.56119 1.53638 -1.08756 -1.6 -0.1 0.8 -0.308
N -1.33595 2.28837 -0.18202 2.1 0.0 0.4 0.116
O -0.78481 0.33703 -1.37917 0.6 2.1 0.9 -0.057
H 0.17580 2.16026 -1.62314 0.1 -0.4 0.3 0.139
H -2.08702 1.80633 0.25422 -0.7 -0.7 0.1 0.080
H -0.94016 2.98332 0.53117 -0.3 -1.1 -2.2 0.151
```
Forces are in eV/Å.

As for the multiplicity: 2. As for the charge: +1. As for the LUMO energy (spin up / spin down): -0.119 / -0.331 Eh. As for the calculated total energy: -340.6303 Ha. The energy above the lowest of the compared OMol25 structures with the same formula, charge and spin is 153.1 kJ/mol. The max |F| is 3.96 eV/Å. As for the frontier orbital gap (spin up / spin down): 11.4 / 5.6 eV.

---

[10]
Below is a 3-piece molecular cluster, C2H8N2O3 overall, with properties calculated with the ωB97M-V functional and the def2-TZVPD basis.

```
15
Properties=species:S:1:pos:R:3:forces:R:3:lowdin_charge:R:1
C 2.52774 1.27027 -0.85308 -0.5 1.6 -0.6 -0.213
C 1.32056 0.98926 -0.07625 -0.7 -0.8 1.2 -0.131
N 1.09473 -1.13931 1.62222 0.4 1.8 0.1 -0.009
N -2.08050 -0.17804 0.49202 -1.4 -0.8 -1.8 0.021
O 0.00981 -0.31205 1.97961 2.3 -1.5 -0.2 -0.241
O 2.58805 2.46632 -1.61755 -0.1 0.7 1.9 -0.016
O 0.22502 1.35883 0.12927 0.6 0.7 -0.9 0.101
H 2.69390 0.35654 -1.37658 0.6 -0.6 -0.7 0.122
H 3.30911 1.51871 -0.19271 1.0 -0.9 1.5 0.114
H 2.03328 -0.71396 2.01160 -2.5 -0.4 -0.1 0.053
H -2.24342 0.58243 1.11109 -0.7 0.3 1.3 0.028
H -2.93850 -0.80343 0.39049 1.5 1.4 0.3 0.090
H -1.97924 0.39390 -0.35491 0.0 -0.9 -0.2 0.042
H 2.47766 2.31895 -2.51305 -0.6 -0.6 -2.8 0.046
H -0.63548 -0.47161 1.21795 0.1 -0.1 0.9 -0.007
```
Forces are in eV/Å.

As for the multiplicity: 1. As for the charge: 0. As for the LUMO energy (spin up / spin down): 0.022 / 0.022 Eh. As for the calculated total energy: -416.0275 Ha. The energy above the lowest of the compared OMol25 structures with the same formula, charge and spin is 606.5 kJ/mol. The max |F| is 2.89 eV/Å. As for the frontier orbital gap (spin up / spin down): 8.1 / 8.9 eV.

---

[11]
Below is a 2-piece molecular cluster, C2H8N2O3P overall, with properties calculated with the ωB97M-V functional and the def2-TZVPD basis.

```
16
Properties=species:S:1:pos:R:3:forces:R:3:lowdin_charge:R:1
C 1.60205 0.85462 0.37460 1.7 -1.6 -1.4 -0.172
C -0.31029 -0.80834 0.40965 0.0 2.2 -2.3 -0.269
N 1.39480 2.07609 -0.21431 1.4 0.2 0.0 -0.040
N 0.02552 -1.81594 -0.53312 -2.1 1.5 -1.7 -0.054
O -3.03277 -0.44671 0.30182 -0.2 0.1 0.4 -0.211
O -1.67376 0.43603 -1.58006 0.3 -0.1 -1.0 -0.369
O -1.56280 1.54385 0.78743 -0.3 0.6 0.4 -0.389
P -1.66041 0.35739 -0.10621 1.7 -0.8 0.7 0.164
H 2.56687 0.38459 -0.09888 -2.0 0.2 1.0 0.081
H 1.64931 0.96609 1.43163 0.0 -0.3 0.9 0.026
H 0.18218 -0.75756 1.32884 0.3 -0.5 1.5 0.014
H 1.33679 2.08966 -1.19313 -0.2 -0.1 -1.3 0.055
H 0.68147 2.58269 0.19611 -1.9 1.1 0.8 0.026
H -0.74828 -1.68213 -1.29426 2.0 -0.5 1.4 0.093
H -0.14148 -2.67293 -0.08281 -0.1 -1.7 0.4 0.020
H -3.33666 0.17442 0.97056 -0.5 -0.2 0.4 0.026
```
Forces are in eV/Å.

As for the multiplicity: 1. As for the charge: -1. As for the LUMO energy (spin up / spin down): 0.153 / 0.154 Eh. As for the calculated total energy: -757.6339 Ha. The energy above the lowest of the compared OMol25 structures with the same formula, charge and spin is 290.7 kJ/mol. The max |F| is 3.14 eV/Å. As for the frontier orbital gap (spin up / spin down): 6.9 / 6.9 eV.

---

[12]
Below is one molecule with the formula C2H8N2O3S, with properties calculated with the ωB97M-V functional and the def2-TZVPD basis.

```
16
Properties=species:S:1:pos:R:3:forces:R:3:lowdin_charge:R:1
C -2.17496 0.44288 -0.52515 -1.8 1.7 0.8 -0.118
C -0.36233 1.58658 0.63637 0.1 -0.2 1.4 -0.105
N 1.82932 -2.12537 0.53243 -2.9 2.4 0.9 0.000
N -0.77469 0.78476 -0.49673 1.3 -1.1 -0.4 -0.111
O 1.71719 -1.38590 -1.82013 -0.7 -0.7 -0.2 -0.266
O 2.21837 0.27834 -0.13732 -0.7 -0.8 0.4 -0.307
O -0.04726 -0.69637 -0.16121 -1.2 0.7 -0.2 -0.289
S 1.47912 -0.91736 -0.49691 0.9 3.0 -0.4 0.524
H -2.40515 -0.19531 -1.40458 0.0 0.6 0.7 0.089
H -2.64070 0.03065 0.44729 1.0 0.3 -1.3 0.106
H -2.71072 1.54471 -0.58674 1.3 -2.7 -0.3 0.156
H -1.17436 1.68404 1.37213 0.3 -0.7 0.3 0.081
H 0.54160 1.05610 0.99090 -0.7 0.9 0.4 0.074
H -0.10221 2.63753 0.48501 0.2 -0.3 -1.1 0.094
H 2.50004 -1.91790 1.19756 1.3 0.9 1.6 0.061
H 2.10674 -2.80738 -0.03292 1.4 -4.1 -2.6 0.011
```
Forces are in eV/Å.

As for the multiplicity: 1. As for the charge: 0. As for the LUMO energy: 0.006 Eh. As for the calculated total energy: -814.2944 Ha. The energy above the lowest of the compared OMol25 structures with the same formula, charge and spin is 326.8 kJ/mol. The max |F| is 5.03 eV/Å. As for the SMILES: CN(C)OS(N)(=O)=O. As for the frontier orbital gap: 10.3 eV.